[1]
ORCA calculation (the ωB97M-V functional and the def2-TZVPD basis) on a structure of composition C4H3NO2 at a distorted geometry.

* Kohn-Sham gap: 0.2647 hartree
* E_tot: -359.25230 a.u.
* relative energy (zero: lowest compared OMol25 entry of this formula, charge and spin): 572.5 kJ/mol
* highest occupied orbital energy: -0.27672 Eh
* 2S+1: 1

```
10
Properties=species:S:1:pos:R:3:mulliken_charge:R:1
C -1.15 0.65 0.06 -0.448
C 2.26 0.08 0.03 0.630
C -0.85 -0.64 0.02 0.396
C 0.91 0.08 0.07 -0.389
N 0.07 1.24 0.18 -0.161
O 3.38 -0.26 -0.22 -0.456
O -1.22 -1.92 0.09 -0.490
H -2.16 1.01 -0.07 0.370
H 0.52 2.08 0.43 0.195
H -1.75 -2.33 -0.58 0.353
```

=====

[2]
ORCA calculation (the ωB97M-V functional and the def2-TZVPD basis) on the molecule C4H3NO2 at a distorted geometry.

* Kohn-Sham gap: 0.3934 hartree
* E_tot: -359.40904 a.u.
* relative energy (zero: lowest compared OMol25 entry of this formula, charge and spin): 161.0 kJ/mol
* highest occupied orbital energy: -0.40065 Eh
* 2S+1: 1

```
10
Properties=species:S:1:pos:R:3:mulliken_charge:R:1
N 0.60 -1.34 -2.15 -0.387
C 0.44 -0.55 -1.32 0.058
C 0.13 0.31 -0.20 0.387
C -1.39 0.25 0.04 -0.090
O -1.93 1.05 0.75 -0.436
C 1.02 -0.10 0.99 -0.108
O 1.81 -1.00 0.92 -0.418
H 0.36 1.37 -0.36 0.263
H -1.94 -0.54 -0.53 0.365
H 0.92 0.55 1.88 0.366
```

=====

[3]
ORCA calculation (the ωB97M-V functional and the def2-TZVPD basis) on the molecule C4H3NO2 at a distorted geometry.

* Kohn-Sham gap: 0.3734 hartree
* E_tot: -359.33507 a.u.
* relative energy (zero: lowest compared OMol25 entry of this formula, charge and spin): 355.2 kJ/mol
* highest occupied orbital energy: -0.40355 Eh
* 2S+1: 1

```
10
Properties=species:S:1:pos:R:3:mulliken_charge:R:1
N -0.19 0.29 -2.27 -0.382
C 0.36 0.34 -1.21 0.261
C 0.78 0.44 0.19 0.438
O 1.83 1.13 0.33 -0.506
C -0.28 -0.22 1.22 0.104
C -1.64 -0.43 0.73 -0.437
O -0.55 -1.37 0.52 -0.360
H 0.03 -0.39 2.30 0.297
H -1.88 0.20 -0.14 0.222
H -2.35 -0.64 1.39 0.364
```

=====

[4]
ORCA calculation (the ωB97M-V functional and the def2-TZVPD basis) on the molecule C4H3NO2 at a distorted geometry.

* Kohn-Sham gap: 0.3902 hartree
* E_tot: -359.39439 a.u.
* relative energy (zero: lowest compared OMol25 entry of this formula, charge and spin): 199.4 kJ/mol
* highest occupied orbital energy: -0.39876 Eh
* 2S+1: 1

```
10
Properties=species:S:1:pos:R:3:mulliken_charge:R:1
N 0.72 2.13 -0.89 -0.400
C 0.55 1.00 -0.73 0.125
C 0.18 -0.30 -0.18 0.169
C 0.70 -0.05 1.28 -0.035
O 1.59 -0.71 1.73 -0.430
C -1.28 -0.55 -0.65 -0.047
O -2.02 0.34 -0.98 -0.396
H 0.78 -1.15 -0.52 0.299
H 0.36 0.89 1.76 0.375
H -1.57 -1.61 -0.81 0.341
```

=====

Q: highest occupied orbital energy of number 3 (C4H3NO2)?
A: -0.40355 Eh

=====

Q: Number 3 is which compound?
A: C4H3NO2